No. 1
Below is 6 unconnected molecules or ions with the total composition C21H54N8O9PSi at a distorted geometry, with properties calculated with ωB97M-V/def2-TZVPD.

Cartesian coordinates (Å):
C: 3.295 0.494 2.262
Si: 2.788 1.162 0.578
C: 4.094 0.650 -0.664
C: 2.534 3.017 0.616
O: 1.272 0.515 0.166
C: 1.269 -0.831 -0.240
C: -0.029 -1.451 0.229
N: -1.190 -0.735 -0.387
C: -2.183 -0.406 0.432
N: -3.437 -0.937 0.302
N: -1.921 0.473 1.463
P: -2.151 2.111 1.104
O: -1.744 2.857 2.289
O: -1.259 2.601 -0.114
O: -3.691 2.423 0.799
H: 3.206 -0.595 2.237
H: 2.636 0.910 3.019
H: 4.332 0.724 2.477
H: 3.889 1.156 -1.603
H: 5.059 0.926 -0.259
H: 4.034 -0.423 -0.794
H: 1.989 3.303 1.513
H: 1.901 3.292 -0.226
H: 3.496 3.511 0.542
H: 2.094 -1.373 0.230
H: 1.331 -0.916 -1.326
H: -0.023 -2.488 -0.100
H: -0.060 -1.434 1.313
H: -1.535 -1.227 -1.201
H: -3.961 -0.900 -0.556
H: -3.921 -1.308 1.102
H: -2.460 0.255 2.322
H: -1.685 3.374 -0.504
H: -3.771 3.377 0.930
C: 6.552 3.139 1.247
O: 6.021 2.068 1.487
N: 7.061 3.963 2.173
C: 7.681 5.228 1.825
C: 6.985 3.571 3.572
H: 6.656 3.523 0.218
H: 8.719 5.238 2.161
H: 7.146 6.050 2.304
H: 7.658 5.373 0.748
H: 7.508 2.626 3.721
H: 5.943 3.433 3.863
H: 7.437 4.339 4.192
C: -2.872 -0.017 5.408
O: -3.063 0.438 4.288
N: -2.424 -1.249 5.671
C: -2.220 -1.722 7.032
C: -2.130 -2.141 4.566
H: -3.061 0.580 6.310
H: -1.175 -1.995 7.177
H: -2.846 -2.595 7.219
H: -2.482 -0.942 7.742
H: -1.361 -1.699 3.928
H: -3.031 -2.300 3.967
H: -1.778 -3.095 4.946
C: -8.941 4.450 0.599
O: -9.908 3.770 0.863
N: -7.662 4.071 0.813
C: -6.537 4.916 0.479
C: -7.416 2.765 1.400
H: -9.028 5.455 0.151
H: -5.901 4.405 -0.250
H: -5.958 5.126 1.383
H: -6.878 5.857 0.053
H: -7.840 1.990 0.760
H: -7.897 2.705 2.377
H: -6.347 2.603 1.510
C: 3.140 -2.064 -3.767
O: 3.489 -1.307 -2.876
N: 3.089 -3.401 -3.656
C: 2.679 -4.255 -4.761
C: 3.464 -4.007 -2.390
H: 2.841 -1.700 -4.763
H: 1.804 -4.837 -4.472
H: 3.491 -4.938 -5.017
H: 2.430 -3.661 -5.636
H: 2.816 -3.638 -1.592
H: 4.492 -3.743 -2.140
H: 3.374 -5.087 -2.461
C: -0.388 -4.661 -7.678
O: 0.778 -4.466 -7.395
N: -1.370 -4.919 -6.792
C: -2.742 -5.142 -7.209
C: -1.041 -4.976 -5.382
H: -0.745 -4.644 -8.720
H: -3.397 -4.396 -6.755
H: -3.069 -6.136 -6.900
H: -2.821 -5.067 -8.291
H: -0.620 -4.021 -5.058
H: -0.299 -5.754 -5.204
H: -1.938 -5.193 -4.807

Atomic forces in eV per Å
-0.517 -0.087 -0.600
0.877 0.471 0.238
-1.037 0.272 0.545
-0.460 -0.720 -0.087
0.299 -0.066 -0.109
-0.388 0.496 0.418
1.558 0.540 -0.314
-1.274 -0.356 0.241
-0.325 -0.392 0.117
0.243 0.110 -0.404
-0.420 -1.202 -0.919
1.749 2.881 2.883
-0.207 -0.131 0.417
-0.747 -1.477 -0.704
0.207 -1.023 -1.085
-0.076 -0.103 0.225
0.005 -0.113 0.266
0.115 0.197 0.017
0.209 -0.164 -0.282
0.189 0.090 0.009
0.222 -0.162 -0.314
0.142 0.183 0.173
0.081 0.148 -0.198
0.071 0.210 0.105
0.067 -0.323 -0.207
0.287 -0.027 -0.103
-0.550 -0.122 -0.099
-0.379 0.285 0.092
0.109 -0.120 -0.056
0.269 -0.481 -0.283
-0.232 0.761 0.352
0.075 0.486 0.251
0.195 0.081 -0.319
-0.361 0.106 0.270
-0.016 -0.061 -0.143
0.071 0.105 0.123
0.073 0.167 0.019
-0.041 -0.121 0.207
-0.071 -0.121 -0.130
0.004 0.003 0.005
0.016 0.079 -0.042
0.050 0.061 -0.043
-0.018 -0.036 -0.017
-0.016 0.001 0.065
0.019 -0.016 0.061
0.017 0.039 -0.036
-0.017 0.157 0.090
0.028 -0.274 -0.510
0.029 -0.083 0.093
0.044 -0.116 -0.184
-0.061 0.235 -0.071
-0.025 0.031 -0.022
-0.009 -0.002 0.078
0.013 0.005 0.076
-0.013 0.038 -0.028
0.031 -0.073 -0.006
0.024 -0.079 -0.008
0.000 -0.004 0.032
-0.115 0.120 -0.060
0.004 -0.103 0.033
0.181 0.063 -0.046
-0.024 -0.328 0.179
-0.236 0.108 -0.048
0.039 0.002 0.007
0.066 0.139 -0.039
0.083 0.117 -0.079
-0.036 -0.001 -0.005
0.008 -0.071 0.078
0.021 -0.110 0.005
0.022 0.050 -0.010
0.121 0.094 -0.121
-0.233 -0.186 -0.060
-0.139 -0.104 -0.081
0.199 0.030 0.280
0.040 0.195 -0.067
-0.003 -0.020 -0.002
-0.018 -0.055 -0.103
-0.061 -0.045 -0.087
-0.036 0.006 0.000
0.049 -0.042 0.051
-0.008 -0.030 0.076
-0.017 -0.008 -0.047
0.053 0.010 -0.291
-0.055 0.006 0.249
-0.150 0.003 -0.045
0.125 -0.009 0.229
0.146 0.047 -0.122
-0.019 -0.003 0.002
-0.071 -0.029 -0.058
-0.080 0.009 -0.052
0.038 0.008 -0.017
0.011 -0.037 0.062
-0.006 0.003 0.079
-0.027 -0.012 -0.035

Properties
HOMO level ... -10.877 eV
Orbital gap ... 6.733 eV
Total charge ... +1

=====

No. 2
Below is a molecular structure, C26H49NO11P3SSbSi3Sn at a distorted geometry, with properties calculated with ωB97M-V/def2-TZVPD.

Cartesian coordinates (Å):
Sn: 9.264 12.392 12.217
C: 8.470 6.164 17.546
C: 8.288 7.059 16.323
C: 7.015 7.177 15.791
C: 6.693 8.011 14.767
C: 7.745 8.606 14.042
C: 9.037 8.559 14.545
C: 9.257 7.843 15.717
S: 7.287 9.603 12.664
O: 7.602 10.971 13.169
O: 5.894 9.284 12.402
N: 8.311 9.411 11.494
C: 7.964 8.412 10.493
C: 8.882 7.159 10.517
O: 8.685 6.092 11.087
O: 10.041 7.375 9.833
H: 7.706 5.397 17.533
H: 8.448 6.745 18.469
H: 9.492 5.738 17.519
H: 6.217 6.573 16.278
H: 5.663 8.266 14.490
H: 9.876 9.070 14.078
H: 10.228 7.886 16.155
H: 8.147 8.822 9.513
H: 6.903 8.094 10.546
O: 13.668 15.756 15.495
P: 13.072 14.581 14.650
O: 12.862 13.141 15.187
O: 13.878 14.489 13.239
O: 11.584 15.050 14.442
P: 10.090 14.505 14.072
O: 9.348 15.447 15.152
O: 9.851 14.919 12.621
O: 9.802 13.018 14.342
H: 13.327 16.724 15.477
H: 8.408 15.158 15.373
C: 16.627 10.019 13.129
Si: 15.782 11.430 13.988
C: 15.455 10.958 15.807
C: 16.730 12.993 13.644
Sb: 13.756 12.387 12.918
Si: 14.604 12.999 10.486
C: 16.329 12.413 9.907
C: 13.678 12.181 9.091
C: 14.792 14.879 10.210
Si: 11.311 6.346 9.471
C: 10.666 4.942 8.365
C: 12.566 7.430 8.603
C: 11.782 5.808 11.185
H: 16.413 9.030 13.626
H: 17.744 10.053 13.011
H: 16.207 9.844 12.091
H: 16.200 10.216 16.168
H: 14.414 10.694 15.982
H: 15.536 11.893 16.351
H: 17.756 12.635 13.449
H: 16.739 13.783 14.394
H: 16.377 13.498 12.760
H: 16.358 11.281 10.018
H: 17.220 12.789 10.456
H: 16.466 12.613 8.822
H: 14.043 11.131 8.915
H: 14.013 12.665 8.164
H: 12.589 12.144 9.062
H: 15.423 15.276 11.050
H: 13.787 15.352 10.341
H: 15.163 15.260 9.189
H: 9.841 4.444 8.858
H: 11.426 4.140 8.251
H: 10.298 5.357 7.417
H: 12.236 7.733 7.549
H: 13.544 6.851 8.502
H: 12.890 8.353 9.101
H: 11.820 6.696 11.866
H: 12.775 5.341 11.313
H: 11.002 5.250 11.648
C: 6.492 14.649 12.656
P: 7.130 13.616 11.340
C: 5.686 12.621 10.738
C: 7.625 14.531 9.815
C: 7.287 13.932 8.576
C: 7.734 14.515 7.389
C: 8.497 15.679 7.464
C: 8.776 16.268 8.657
C: 8.354 15.750 9.895
H: 5.552 15.108 12.394
H: 7.195 15.464 12.900
H: 6.434 13.906 13.459
H: 5.089 13.281 10.129
H: 5.248 12.248 11.662
H: 6.117 11.801 10.143
H: 6.715 12.994 8.574
H: 7.496 14.013 6.447
H: 8.891 16.062 6.517
H: 9.463 17.142 8.628
H: 8.531 16.233 10.854

Atomic forces in eV per Å
0.839 -1.588 0.025
1.438 0.684 -0.811
-0.427 0.167 0.045
-1.332 -1.334 1.512
0.265 0.821 -1.421
-0.846 0.110 0.924
-0.197 -0.258 0.160
0.344 -0.236 -0.011
1.252 -0.576 -0.970
-0.186 1.179 0.118
0.455 0.691 0.016
-0.730 0.036 0.248
0.009 -0.931 0.134
0.606 -1.094 0.798
-0.194 1.657 -0.824
-1.362 0.815 -0.249
0.035 -0.186 0.227
-0.342 0.013 0.031
-0.639 -0.154 0.006
0.451 0.640 -0.371
0.490 -0.564 -0.019
-0.282 0.002 -0.083
0.731 -0.088 0.176
-0.066 0.374 -0.445
0.551 -0.008 0.055
-0.126 2.051 0.448
-0.539 -3.572 -1.467
2.000 3.194 -0.032
-1.225 -0.175 2.976
-1.402 0.719 -0.581
0.547 0.783 -0.552
-1.621 -0.896 -0.004
-0.359 -1.038 1.530
-0.092 1.469 -0.600
0.558 -2.797 -0.261
1.877 0.371 -0.487
-0.015 -2.012 -1.379
0.368 0.131 0.938
0.429 0.500 -0.579
1.393 0.107 0.485
-2.177 -0.608 -2.129
1.743 0.459 -0.833
0.644 -1.513 0.537
-0.230 -1.149 -0.920
-0.795 1.001 -0.009
-0.355 -0.331 0.399
0.694 0.191 0.429
1.110 -0.225 -1.370
1.588 1.004 0.653
0.135 1.001 -0.183
-1.007 0.355 0.221
0.551 0.383 0.911
-0.689 0.434 -0.112
0.056 -0.552 -0.117
0.338 0.127 0.351
-0.033 0.563 0.117
0.120 -0.238 0.331
-0.018 -0.073 -0.451
0.096 1.146 -0.189
-0.599 -0.056 -0.309
-0.165 0.048 0.625
-0.356 0.751 0.561
-0.129 0.266 0.182
-0.029 0.117 0.189
-0.406 -0.198 -0.878
0.679 -0.141 0.020
-0.280 -0.979 1.536
-0.348 0.096 0.232
-0.278 0.635 -0.381
0.322 -0.343 0.059
0.402 -0.536 1.384
-1.183 0.466 -0.115
-0.489 -0.189 0.179
0.067 -0.222 -0.762
-0.526 -0.143 -0.146
-0.548 -0.941 0.069
0.502 0.567 -0.028
-0.357 0.126 -1.486
1.735 0.036 0.675
-0.245 0.500 0.605
0.508 0.319 0.373
-0.355 -0.534 0.631
-0.367 -1.023 -1.743
1.341 1.489 1.566
-0.834 -1.235 -1.306
-0.520 -0.064 0.138
-0.092 -0.532 0.015
-0.355 0.477 0.268
-0.532 -0.006 0.034
-0.466 -0.239 -0.306
-0.481 0.067 0.339
0.364 0.586 -0.226
0.175 0.386 0.228
-0.084 0.150 0.526
-0.769 -0.515 0.230
0.268 -0.172 -0.322

Properties
HOMO level ... -7.419 eV
Orbital gap ... 7.290 eV
Total charge ... 0
Relative energy (zero: lowest compared OMol25 entry of this formula, charge and spin) ... 0.00 kcal/mol

=====

No. 3
Below is a molecular structure, C23H21N4O3SV, with properties calculated with ωB97M-V/def2-TZVPD.

Cartesian coordinates (Å):
V: 1.268 -1.203 -1.301
N: 4.607 -2.845 0.852
C: 3.396 -2.567 0.305
S: 3.410 -2.056 -1.382
N: 2.340 -2.747 1.032
N: 1.176 -2.491 0.325
C: 0.123 -3.078 0.760
C: -1.155 -3.049 0.086
C: -2.263 -3.616 0.731
C: -3.495 -3.681 0.120
C: -3.631 -3.189 -1.181
C: -2.555 -2.638 -1.842
C: -1.303 -2.546 -1.221
O: -0.299 -2.000 -1.900
H: 5.431 -2.510 0.389
H: 4.642 -2.997 1.846
H: 0.219 -3.676 1.664
H: -2.130 -4.011 1.732
H: -4.340 -4.118 0.633
H: -4.591 -3.244 -1.679
H: -2.645 -2.256 -2.850
C: -1.779 -0.885 2.780
C: -1.630 0.037 1.598
C: -2.386 -0.195 0.453
C: -2.268 0.625 -0.657
C: -1.398 1.700 -0.632
C: -0.621 1.925 0.498
N: 0.323 2.980 0.522
C: 1.023 3.461 -0.569
C: 1.280 4.836 -0.654
C: 1.975 5.370 -1.718
C: 2.417 4.558 -2.760
C: 2.176 3.202 -2.689
C: 1.517 2.636 -1.595
C: 1.442 1.166 -1.561
O: 1.362 0.531 -0.436
O: 1.476 0.470 -2.608
C: -0.720 1.099 1.620
C: 0.199 1.341 2.784
H: -2.572 -1.609 2.598
H: -2.020 -0.335 3.691
H: -0.857 -1.441 2.971
H: -3.066 -1.039 0.432
H: -2.860 0.429 -1.542
H: -1.304 2.356 -1.489
H: 0.231 3.630 1.285
H: 0.903 5.484 0.128
H: 2.157 6.437 -1.749
H: 2.943 4.980 -3.605
H: 2.517 2.535 -3.470
H: 1.215 1.507 2.421
H: 0.213 0.499 3.472
H: -0.093 2.225 3.361

Atomic forces in eV per Å
0.005 -0.202 -0.033
-0.002 0.001 0.020
-0.024 -0.060 -0.039
0.128 -0.018 0.031
0.015 0.020 0.004
-0.021 0.020 -0.039
-0.009 -0.008 -0.005
0.051 -0.109 -0.030
0.036 -0.089 -0.026
-0.003 -0.022 0.009
0.000 0.007 -0.020
-0.006 -0.028 -0.021
0.125 -0.131 -0.111
-0.119 0.197 0.104
0.002 0.014 0.003
0.005 0.004 0.004
-0.002 -0.001 0.006
0.001 -0.008 -0.010
0.001 0.006 -0.001
0.003 0.002 0.002
-0.005 -0.003 -0.001
-0.016 0.014 0.003
0.001 0.056 -0.009
-0.058 0.091 0.053
0.003 0.078 0.006
-0.082 0.050 0.058
-0.109 0.010 0.050
-0.009 0.069 0.016
-0.001 -0.047 0.027
0.001 0.012 0.029
0.002 -0.010 -0.009
-0.005 -0.010 0.004
-0.024 0.012 0.008
0.020 -0.033 -0.067
-0.056 -0.005 -0.068
0.219 0.010 -0.011
-0.002 -0.035 0.018
-0.037 0.030 0.001
-0.005 -0.004 0.005
-0.009 0.040 0.018
0.003 -0.004 0.003
0.012 0.002 0.010
-0.034 0.090 0.023
0.002 -0.004 0.002
-0.004 0.001 0.000
-0.007 0.002 -0.010
0.001 -0.001 -0.002
-0.003 -0.001 -0.002
0.002 0.001 0.003
0.004 -0.004 -0.003
0.003 -0.002 0.002
0.001 0.002 -0.002
0.003 -0.001 -0.004

Properties
HOMO level (spin up / spin down) ... -7.764 / -7.785 eV
Orbital gap (spin up / spin down) ... 7.800 / 7.812 eV
Total charge ... 0
Relative energy (zero: lowest compared OMol25 entry of this formula, charge and spin) ... 0.00 kcal/mol
Multiplicity ... 3